The following is a DFT calculation (the ωB97M-V functional and the def2-TZVPD basis) of a molecular structure, C27H70ClInN3O13 in a non-equilibrium geometry.

Calculated values
- Kohn-Sham gap (eV) = 2.31
- F_max (eV Å⁻¹) = 4.55

Geometry as ORCA input:
```
! RIJCOSX wB97M-V def2-TZVPD def2/J DEFGRID3
* xyz 1 1
In -0.451 0.619 0.469
Cl -0.896 2.352 3.649
C 3.279 -3.209 -5.615
C 2.304 -3.595 -4.414
C 2.529 -5.124 -4.174
C 3.843 -5.566 -3.622
C 3.987 -4.800 -2.406
C 3.842 -3.230 -2.399
N 2.602 -2.877 -3.149
O 2.156 -1.624 -3.128
C 5.092 -2.627 -3.068
C 3.891 -2.867 -0.863
C 0.840 -3.553 -4.965
H 2.758 -3.046 -6.559
H 4.052 -3.874 -5.999
H 3.608 -2.182 -5.461
H 2.347 -5.841 -4.975
H 1.790 -5.510 -3.472
H 4.653 -5.231 -4.270
H 3.883 -6.606 -3.297
H 5.030 -4.901 -2.104
H 3.485 -5.294 -1.574
H 5.978 -2.503 -2.444
H 5.030 -1.608 -3.449
H 5.426 -3.145 -3.967
H 4.820 -3.190 -0.393
H 3.138 -3.372 -0.258
H 3.570 -1.846 -0.656
H 0.644 -2.550 -5.344
H 0.113 -3.775 -4.184
H 0.527 -4.285 -5.710
C 3.332 -1.431 2.910
C 1.802 -1.105 3.224
C 1.476 -1.286 4.727
O 0.072 -1.323 4.819
C -0.283 -0.603 6.004
N 1.522 0.256 2.791
H 3.418 -2.515 2.976
H 4.125 -1.066 3.564
H 3.626 -1.061 1.928
H 1.367 -1.847 2.554
H 2.047 -0.468 5.168
H 1.889 -2.208 5.135
H -1.364 -0.557 5.871
H -0.034 0.458 6.004
H -0.018 -0.983 6.991
H 0.827 0.722 3.358
H 2.257 0.892 3.066
C -4.320 3.839 2.775
C -4.106 5.209 2.191
C -4.794 6.178 3.253
O -6.236 6.310 3.132
C -6.812 7.481 3.660
N -2.645 5.543 2.135
H -4.408 3.061 2.017
H -5.186 3.772 3.433
H -3.562 3.465 3.464
H -4.388 5.320 1.144
H -4.463 7.189 3.016
H -4.532 6.033 4.302
H -7.778 7.482 3.156
H -6.274 8.386 3.377
H -7.075 7.519 4.717
H -2.197 4.663 2.350
H -2.387 6.132 2.913
C -1.238 -3.060 -0.862
C 0.185 -3.025 -0.058
O 0.882 -1.887 -0.312
O -2.009 -1.940 -0.580
H -1.762 -3.881 -0.372
H -1.056 -3.323 -1.904
H 0.711 -3.978 -0.119
H -0.044 -3.005 1.008
H 1.381 -2.075 -1.110
H -2.888 -2.124 -0.921
C -3.521 -0.410 2.659
C -2.614 -1.587 2.876
O -1.291 -1.232 2.717
O -3.246 0.164 1.447
H -3.467 0.358 3.431
H -4.554 -0.758 2.642
H -2.787 -2.337 2.104
H -2.781 -1.941 3.893
H -0.822 -1.240 3.555
H -4.134 0.295 1.107
C 2.966 2.307 0.556
C 3.322 1.746 -0.850
O 2.291 0.872 -1.191
O 1.827 3.018 0.619
H 3.780 2.999 0.775
H 3.109 1.546 1.324
H 4.254 1.182 -0.863
H 3.328 2.503 -1.635
H 2.501 0.313 -1.942
H 1.991 3.964 0.618
C -2.648 0.603 -2.935
C -1.457 -0.358 -3.298
O -0.318 -0.196 -2.500
O -2.891 0.770 -1.612
H -3.514 0.267 -3.506
H -2.538 1.508 -3.533
H -1.103 -0.164 -4.310
H -1.892 -1.357 -3.257
H 0.287 -0.825 -2.900
H -3.791 1.056 -1.438
C -2.071 3.947 -1.087
C -0.827 3.708 -1.937
O -0.109 2.470 -1.805
O -1.871 3.322 0.160
H -2.982 3.421 -1.376
H -2.252 5.020 -1.149
H -0.194 4.587 -1.814
H -1.127 3.900 -2.967
H 0.605 2.416 -2.444
H -2.388 3.843 0.778
*
```